Computed, not measured: a structure of composition C12H27AsNaPS7 in a non-equilibrium geometry, with ωB97M-V with the def2-TZVPD basis set.

Its strongest force on any atom is 0.0313 Eh/bohr. For the HOMO-LUMO gap, the calculation gives 0.145 Eh. As for the energy: -6000.27398 Eh. As for the charge: -2.

Positions of all 49 atoms, in Å:
1 As -2.55 0.70 -2.39
2 S 2.58 0.08 0.18
3 S 0.16 0.08 2.64
4 S -0.02 2.25 -0.01
5 S -0.53 1.57 -2.49
6 S -3.90 1.65 -3.68
7 S -2.27 -1.35 -2.92
8 S -3.19 0.80 -0.34
9 P 0.09 -2.83 -0.04
10 Na -0.91 -0.34 -0.53
11 C 1.95 0.33 2.96
12 C 0.18 2.79 1.81
13 C 1.68 2.64 -0.53
14 C -0.51 1.78 2.69
15 C 1.38 -4.27 -2.18
16 C -2.54 -3.61 0.46
17 C 1.01 -4.06 1.03
18 C 0.65 -3.89 2.50
19 C -1.40 -3.79 -0.53
20 C 1.08 -2.90 -1.59
21 C 2.81 1.89 0.16
22 C 2.84 -0.34 1.94
23 H 2.01 -2.35 -1.40
24 H -2.28 -4.00 1.44
25 H 1.66 2.42 -1.59
26 H 1.23 2.96 2.10
27 H 1.83 3.72 -0.38
28 H 0.80 -5.09 0.70
29 H 2.16 -0.10 3.94
30 H 0.48 -2.31 -2.30
31 H -1.53 1.64 2.33
32 H -0.52 2.08 3.74
33 H 1.95 -4.16 -3.10
34 H 2.08 -3.86 0.89
35 H 2.94 2.20 1.19
36 H 2.68 -1.42 1.95
37 H 0.70 -2.84 2.78
38 H -2.78 -2.55 0.54
39 H 1.96 -4.89 -1.49
40 H -0.35 3.74 1.89
41 H 3.74 2.09 -0.38
42 H -1.15 -4.85 -0.67
43 H 2.12 1.40 3.01
44 H 0.45 -4.79 -2.42
45 H -3.42 -4.14 0.10
46 H 1.32 -4.46 3.14
47 H -1.70 -3.34 -1.49
48 H -0.36 -4.23 2.68
49 H 3.89 -0.14 2.18

Results of the natural (NBO) charge analysis, in e, for atoms 1 through 5:
1. As 0.980
2. S 0.200
3. S 0.180
4. S 0.233
5. S -0.860

Computed, not measured: a structure of composition FNO2S2Tb in a non-equilibrium geometry, with ωB97M-V with the def2-TZVPD basis set.

Its expectation value of S² is 12.72. Its strongest force on any atom is 0.0594 Eh/bohr. For the HOMO-LUMO gap (spin up / spin down), the calculation gives 0.270 / 0.283 Eh. As for the energy: -1925.64642 Eh. As for the charge: +1. The multiplicity is 7.

Positions of all 7 atoms, in Å:
1 Tb 1.08 -1.17 -1.38
2 S -0.73 0.32 0.97
3 S 1.90 0.87 0.18
4 F -0.29 -0.79 -2.92
5 O -1.92 0.51 1.78
6 O -0.51 -1.00 0.31
7 N 0.47 1.25 1.07

Results of the Mulliken charge analysis, in e, for atoms 1 through 5:
1. Tb 1.707
2. S 1.147
3. S -0.229
4. F -0.607
5. O -0.356